# C37H39INOP

A cluster of 7 separate species, C37H39INOP in total at a distorted geometry (ωB97M-V with the def2-TZVPD basis set, OMol25).

Positions of all 80 atoms, in Å:
N 3.898 6.792 3.760
C 3.611 5.613 3.852
O 3.825 4.202 3.999
P 3.986 3.620 2.342
I 4.205 2.775 0.016
H 2.782 4.280 1.937
H 5.310 4.145 2.227
H 3.846 2.284 2.888
C -1.680 4.441 -1.696
C -0.921 3.763 -2.645
C 0.340 3.277 -2.312
C 0.844 3.472 -1.029
C 0.088 4.158 -0.082
C -1.174 4.641 -0.415
H -2.666 4.814 -1.955
H -1.313 3.613 -3.647
H 0.930 2.745 -3.051
H 1.827 3.090 -0.767
H 0.483 4.316 0.917
H -1.764 5.174 0.324
C 5.953 -2.682 -0.266
C 5.874 -1.317 -0.010
C 4.712 -0.615 -0.319
C 3.630 -1.280 -0.889
C 3.712 -2.644 -1.154
C 4.873 -3.345 -0.841
H 6.857 -3.230 -0.018
H 6.719 -0.798 0.433
H 4.649 0.452 -0.116
H 2.723 -0.734 -1.128
H 2.870 -3.161 -1.604
H 4.936 -4.409 -1.045
C -7.713 4.649 -0.709
C -6.955 3.971 -1.659
C -5.694 3.485 -1.325
C -5.190 3.680 -0.042
C -5.946 4.366 0.905
C -7.207 4.849 0.572
H -8.699 5.022 -0.968
H -7.346 3.821 -2.660
H -5.104 2.953 -2.065
H -4.209 3.299 0.219
H -5.551 4.523 1.903
H -7.797 5.382 1.311
C 1.477 -6.079 2.035
C 1.509 -6.209 3.420
C 2.493 -5.557 4.159
C 3.448 -4.779 3.511
C 3.422 -4.657 2.124
C 2.436 -5.305 1.387
H 0.706 -6.581 1.461
H 0.766 -6.817 3.925
H 2.516 -5.656 5.239
H 4.214 -4.270 4.086
H 4.170 -4.055 1.619
H 2.414 -5.208 0.306
C -1.036 -11.351 2.792
C -1.004 -11.481 4.177
C -0.020 -10.830 4.915
C 0.935 -10.052 4.267
C 0.908 -9.930 2.881
C -0.077 -10.578 2.143
H -1.807 -11.854 2.217
H -1.747 -12.090 4.682
H 0.002 -10.928 5.995
H 1.700 -9.542 4.842
H 1.657 -9.328 2.375
H -0.099 -10.480 1.063
C -2.843 6.592 -6.990
C -3.679 7.690 -6.811
C -3.795 8.281 -5.557
C -3.076 7.772 -4.479
C -2.247 6.669 -4.655
C -2.129 6.079 -5.911
H -2.748 6.135 -7.969
H -4.242 8.085 -7.651
H -4.444 9.139 -5.419
H -3.164 8.235 -3.502
H -1.691 6.268 -3.814
H -1.480 5.220 -6.048

The value obtained for the electronic energy is -59925.5837 eV. The SMILES is N#CO[PH3]I.c1ccccc1.c1ccccc1.c1ccccc1.c1ccccc1.c1ccccc1.c1ccccc1. For the LUMO energy, the calculation gives -0.68 eV. The HOMO-LUMO gap comes out at 8.605 eV.